An isolated molecule of C5H12N2O. Source: the Open Molecules 2025 dataset; level of theory: ωB97M-V/def2-TZVPD.

Positions of all 20 atoms, in Å:
C: -1.9022 -1.2666 -0.2814
N: -0.3590 0.7832 -0.2542
C: -1.1576 -0.3742 0.6575
O: -0.2924 2.0368 0.3807
N: -1.5424 -0.0844 1.8363
H: -0.9628 1.9571 1.0869
H: -0.7226 0.9587 -1.1979
H: -0.9196 0.5048 2.3836
H: -2.2589 -2.1338 0.2704
H: -1.2650 -1.5999 -1.1047
H: -2.7666 -0.7404 -0.7008
C: 2.0169 0.4966 0.5822
C: 0.9337 -0.0072 -0.3546
C: 1.2472 -0.2695 -1.7018
H: 0.4009 -0.9249 0.3261
H: 2.3319 1.5010 0.3042
H: 1.6863 0.5028 1.6219
H: 2.8683 -0.1787 0.5005
H: 2.2088 -0.7046 -1.9365
H: 0.4549 -0.4568 -2.4185

For the energy relative to the best compared isomer or geometry (same formula, charge and spin), the calculation gives 169.3 kcal/mol. The net charge is 0. Its calculated total energy is -10401.0804 eV.

***

A structure of composition C5H12N2O at a distorted geometry. Source: the Open Molecules 2025 dataset; level of theory: ωB97M-V/def2-TZVPD.

Positions of all 20 atoms, in Å:
C: -0.3160 0.6535 0.6213
C: 1.0384 -0.4909 -1.2351
C: -0.3758 2.1196 0.8197
C: 2.1232 -0.7975 -0.2139
N: -1.7592 -0.2910 0.3452
C: -0.2914 0.2173 -0.8098
N: -1.6199 -1.6205 0.8513
O: -0.9083 0.7973 -1.7464
H: -2.4054 -0.1514 -0.4369
H: 0.2380 0.0827 1.3647
H: -1.6221 -2.3247 0.1118
H: -2.4085 -1.8373 1.4600
H: 0.7058 -1.4155 -1.7163
H: 1.4637 0.1400 -2.0209
H: -0.9903 2.5847 0.0328
H: -0.7188 2.4033 1.8169
H: 0.6240 2.5359 0.6377
H: 2.5103 0.1194 0.2390
H: 1.7394 -1.4401 0.5810
H: 2.9728 -1.2847 -0.7021

For the energy relative to the best compared isomer or geometry (same formula, charge and spin), the calculation gives 104.7 kcal/mol. The net charge is 0. Its calculated total energy is -10403.8818 eV.

***

A cluster of 2 separate species, C5H12N2O2 in total at a distorted geometry. Source: the Open Molecules 2025 dataset; level of theory: ωB97M-V/def2-TZVPD.

Positions of all 21 atoms, in Å:
C: 0.8395 -0.0390 -0.9169
C: 0.4650 -0.3732 1.9174
C: 2.3018 -0.3096 -0.5724
C: 0.2421 0.7194 0.9183
O: 0.5893 1.8756 0.9941
H: 0.4979 -0.8554 -1.5544
H: 0.7550 0.8954 -1.4802
H: 1.5261 -0.5507 2.0597
H: -0.0306 -1.2886 1.5964
H: 0.0284 -0.0664 2.8731
H: 2.7378 0.4963 0.0197
H: 2.4105 -1.2290 0.0072
H: 2.9176 -0.4158 -1.4704
C: -1.6171 -0.4123 -0.4359
N: -1.4903 0.7412 0.5095
N: -2.2996 -0.0330 -1.5931
O: -1.6758 -1.5341 0.0324
H: -2.5972 -0.8303 -2.1365
H: -1.4321 1.6632 0.0820
H: -2.2098 0.7642 1.2326
H: -1.9583 0.7821 -2.0824

For the energy relative to the best compared isomer or geometry (same formula, charge and spin), the calculation gives 83.5 kcal/mol. The net charge is 0. Its calculated total energy is -12452.3601 eV.

***

A structure of composition C5H12N2O2 at a distorted geometry. Source: the Open Molecules 2025 dataset; level of theory: ωB97M-V/def2-TZVPD.

Positions of all 21 atoms, in Å:
C: -0.1415 -2.8221 -1.3751
C: 0.9638 -3.5433 -0.4860
C: -0.8391 1.1416 2.2673
C: -0.5235 1.3926 0.7893
C: 0.5149 3.0505 -0.7445
H: -1.0284 -1.0926 -1.7391
H: 0.4003 -0.9454 -0.7993
H: 0.8175 -4.6256 -0.6140
H: 0.8111 -3.3020 0.6009
H: 2.0719 -3.2004 -0.8536
H: -0.5811 1.9436 2.9717
H: -0.4289 0.1772 2.4986
H: -1.9661 0.9179 2.2814
H: 0.3680 3.1926 1.3141
H: 0.0816 2.4371 -1.5982
H: 0.1704 4.0557 -0.9929
H: 1.5762 3.0979 -0.7378
N: -0.6861 -1.6742 -0.9989
N: -0.0438 2.6593 0.5713
O: -0.7207 -3.4623 -2.2788
O: -0.8164 0.6020 -0.0765

For the energy relative to the best compared isomer or geometry (same formula, charge and spin), the calculation gives 64.1 kcal/mol. The net charge is 0. Its calculated total energy is -12453.2019 eV.

***

A cluster of 2 separate species, C5H12N2O2 in total at a distorted geometry. Source: the Open Molecules 2025 dataset; level of theory: ωB97M-V/def2-TZVPD.

Positions of all 21 atoms, in Å:
C: -2.2079 0.7771 -0.5024
C: -1.0332 0.6292 0.3997
O: -0.8130 1.6379 1.2677
C: -0.2691 -0.5514 0.5213
N: 0.5685 -0.5796 1.6953
N: -0.8079 -1.8122 0.1350
H: -1.9717 0.3564 -1.4814
H: -3.0602 0.2345 -0.0879
H: -2.4611 1.8306 -0.5914
H: -0.0958 1.3213 1.8567
H: 0.0786 -0.9796 2.4905
H: 1.3891 -1.1507 1.5281
H: -0.0431 -2.4597 -0.0398
H: -1.2562 -1.7170 -0.7736
C: 2.2818 0.4548 -0.6280
C: 0.8986 0.0938 -1.1231
O: 0.6729 -0.8116 -1.9354
H: 2.2184 0.9465 0.3429
H: 2.8960 -0.4411 -0.5393
H: 2.7368 1.1512 -1.3294
H: 0.2786 1.0697 -1.2057

For the energy relative to the best compared isomer or geometry (same formula, charge and spin), the calculation gives 70.7 kcal/mol. The net charge is 0. Its calculated total energy is -12452.9176 eV. As for the SMILES: CC(O)=C(N)N.CC=O.

***

A cluster of 2 separate species, C5H12N2O2 in total at a distorted geometry. Source: the Open Molecules 2025 dataset; level of theory: ωB97M-V/def2-TZVPD.

Positions of all 21 atoms, in Å:
C: -0.6532 -1.7829 0.6460
N: 0.3912 -1.1159 0.4599
C: 1.0718 -1.1715 -0.8239
O: 0.2520 -1.1649 -1.9111
O: 1.9356 -0.0549 -0.9095
N: 2.8836 0.0238 0.1292
H: -1.1223 -2.3869 -0.1341
H: -1.1023 -1.7690 1.6284
H: 1.6697 -2.1072 -0.8368
H: -0.2171 -0.2761 -1.9188
H: 2.3740 -0.0272 1.0121
H: 3.4892 -0.7968 0.0678
C: -1.2937 1.2900 -1.0933
C: -0.7314 1.5502 0.0856
C: -1.3948 1.3473 1.4050
H: -2.2941 0.8876 -1.1568
H: -0.8466 1.6365 -2.0125
H: 0.2530 1.9978 0.1211
H: -0.7544 0.7652 2.0639
H: -1.5593 2.3147 1.8833
H: -2.3508 0.8403 1.2946

For the energy relative to the best compared isomer or geometry (same formula, charge and spin), the calculation gives 102.5 kcal/mol. The net charge is 0. Its calculated total energy is -12451.5361 eV. As for the SMILES: C=N[C@@H](O)ON.C=CC.

***

An isolated molecule of C5H12N2O3 at a distorted geometry. Source: the Open Molecules 2025 dataset; level of theory: ωB97M-V/def2-TZVPD.

Positions of all 22 atoms, in Å:
C: -0.4134 2.3227 1.8837
C: 0.4913 1.6147 0.8739
N: 0.3082 0.1740 0.6686
C: -0.8969 -0.3229 0.3362
C: -0.7951 -1.6810 -0.2489
C: -0.3418 -1.6906 -1.7253
O: 0.3860 -0.5008 -2.0221
N: 1.7540 -0.7096 -1.8414
O: 2.4986 0.1805 -2.2645
O: 1.9651 -1.7367 -1.1654
H: -0.4835 1.7536 2.9233
H: -0.1883 3.4259 1.8778
H: -1.4820 2.2483 1.5250
H: 0.4632 2.1857 -0.1299
H: 1.6207 1.7971 1.2314
H: 0.7705 -0.3352 1.4751
H: -1.5150 0.3668 -0.2751
H: -1.4734 -0.3555 1.2197
H: 0.0063 -2.2974 0.3249
H: -1.7118 -2.2969 -0.2193
H: 0.3189 -2.5741 -2.1161
H: -1.2817 -1.5685 -2.3316

For the energy relative to the best compared isomer or geometry (same formula, charge and spin), the calculation gives 160.5 kcal/mol. The net charge is 0. Its calculated total energy is -14496.5447 eV. As for the SMILES: CCNCCCO[N+](=O)[O-].

***

A structure of composition C5H12N2P2S2 at a distorted geometry. Source: the Open Molecules 2025 dataset; level of theory: ωB97M-V/def2-TZVPD.

Positions of all 23 atoms, in Å:
C: 1.9604 -0.2223 0.1896
C: 2.0620 2.2987 -0.4113
C: 0.5669 -2.3384 0.4565
C: -0.3241 0.2634 -2.1268
C: -2.7348 0.1417 2.1385
N: 1.4472 0.9703 -0.2170
N: 0.7916 -0.9864 0.1220
P: -0.2125 0.4034 -0.2558
P: -2.4246 -0.7353 0.4375
S: 3.4644 -0.6522 0.5872
S: -3.6990 -0.2258 -0.9616
H: 1.7057 2.5948 -1.4046
H: 1.8111 3.1848 0.2012
H: 3.1494 2.0623 -0.3449
H: 1.5313 -2.6592 0.8135
H: -0.1122 -2.5236 1.2318
H: 0.2408 -2.8639 -0.4964
H: -0.3211 1.3160 -2.4774
H: -1.2848 -0.4261 -2.2535
H: 0.5705 -0.3746 -2.4103
H: -3.2323 -0.5586 2.7265
H: -1.7150 0.2440 2.5302
H: -3.2410 1.0870 1.9249

For the energy relative to the best compared isomer or geometry (same formula, charge and spin), the calculation gives 37.8 kcal/mol. The net charge is 0. Its calculated total energy is -48606.6536 eV.

***

The ion C5H12N3 with charge +1 at a distorted geometry. Source: the Open Molecules 2025 dataset; level of theory: ωB97M-V/def2-TZVPD.

Positions of all 20 atoms, in Å:
C: -2.3121 0.4213 -0.8060
C: -0.8594 0.8847 -0.7397
N: 0.0038 0.0931 0.1018
C: 0.0738 -1.2979 -0.2890
C: 1.3074 -1.8626 0.6284
N: 2.0335 -0.6009 0.8053
C: 1.3320 0.4747 0.5050
N: 1.7066 1.7286 0.3907
H: -3.0699 1.1721 -0.7355
H: -2.6320 -0.0944 -1.6804
H: -2.4042 -0.2651 0.0074
H: -0.5627 0.8768 -1.8230
H: -0.9492 1.8844 -0.4658
H: 0.4995 -1.5227 -1.2708
H: -0.8294 -1.6748 0.0247
H: 0.9628 -2.2377 1.5780
H: 1.8896 -2.5933 -0.0418
H: 2.9169 -0.6548 1.3051
H: 0.9862 2.3659 0.0517
H: 2.2442 2.3203 1.0448

For the energy relative to the best compared isomer or geometry (same formula, charge and spin), the calculation gives 25.8 kcal/mol. The net charge is +1. Its calculated total energy is -9843.0946 eV. As for the SMILES: CCN1CCNC1=[NH2+].

***

A cluster of 2 separate species, C5H12N3 in total at a distorted geometry. Source: the Open Molecules 2025 dataset; level of theory: ωB97M-V/def2-TZVPD.

Positions of all 20 atoms, in Å:
C: 0.1300 -3.0416 1.1551
C: 0.2005 -1.7147 1.4642
C: -2.0962 -1.1099 0.7785
C: 1.9755 2.6527 -2.7474
C: -0.4492 0.5446 1.3455
N: 0.9367 1.9851 -0.7761
N: -0.7502 -0.6962 1.1873
N: 1.3047 1.7382 -1.8780
H: 1.0972 -3.4803 1.1826
H: -0.7859 -3.6094 0.9396
H: 1.1216 -1.3164 1.8441
H: -2.4555 -1.9211 1.3567
H: -2.6875 -0.2920 1.1325
H: -2.0843 -1.0082 -0.3620
H: 2.2952 3.6257 -2.2964
H: 1.3111 2.7341 -3.6740
H: 2.7891 2.1887 -3.2505
H: 0.4567 0.8733 1.8425
H: -1.2238 1.2389 1.2458
H: 0.5329 1.1981 -0.1675

For the energy relative to the best compared isomer or geometry (same formula, charge and spin), the calculation gives 124.2 kcal/mol. The net charge is +1. Its calculated total energy is -9838.8252 eV.

***

The ion C5H12N3 with charge +1 at a distorted geometry. Source: the Open Molecules 2025 dataset; level of theory: ωB97M-V/def2-TZVPD.

Positions of all 20 atoms, in Å:
C: -2.1861 -1.1715 -0.2526
C: -1.1526 -0.3243 0.4378
N: -1.2045 0.9958 0.4415
C: 0.0998 1.6546 0.4639
N: 0.8429 1.1998 -0.7246
C: 0.6205 -0.2011 -0.7293
C: 1.6932 -1.0107 -0.1489
N: 2.5328 -0.3343 0.5753
H: -2.4120 -0.9184 -1.3197
H: -3.1935 -0.9882 0.1628
H: -1.9998 -2.1576 -0.1403
H: -0.6404 -0.8515 1.1980
H: -1.8930 1.4674 -0.1261
H: -0.0540 2.6788 0.5463
H: 0.5909 1.2647 1.3436
H: 0.4831 1.6823 -1.5553
H: 0.4040 -0.7474 -1.5569
H: 1.6819 -2.1765 -0.0796
H: 3.2710 -0.7175 1.1064
H: 2.5161 0.6557 0.3577

For the energy relative to the best compared isomer or geometry (same formula, charge and spin), the calculation gives 61.2 kcal/mol. The net charge is +1. Its calculated total energy is -9841.5570 eV. As for the SMILES: C/C=[NH+]/CN/C=C\N.

***

A cluster of 2 separate species, C5H12N3 in total at a distorted geometry. Source: the Open Molecules 2025 dataset; level of theory: ωB97M-V/def2-TZVPD.

Positions of all 20 atoms, in Å:
C: 0.7596 -2.6474 -0.2596
C: 0.7490 -2.6057 0.9439
C: -0.8777 0.9175 -0.1541
C: -3.2968 0.4645 0.0870
C: 2.7398 0.8244 -0.1102
N: 0.3666 0.4459 -0.1265
N: -1.9197 0.2033 0.2989
N: 1.4554 1.2720 -0.4552
H: 0.9315 -2.6451 -1.3196
H: 1.0263 -2.3801 1.9825
H: -0.9806 1.8305 -0.7471
H: -3.7157 1.1987 0.8574
H: -3.4750 0.9882 -0.8638
H: -3.9995 -0.4603 0.1289
H: 3.5407 1.3725 -0.5268
H: 2.8703 0.8016 0.9909
H: 3.1038 -0.2157 -0.5155
H: 0.6921 -0.4960 0.3309
H: -1.6031 -0.5686 0.8668
H: 1.6328 1.6998 -1.4087

For the energy relative to the best compared isomer or geometry (same formula, charge and spin), the calculation gives 117.5 kcal/mol. The net charge is +1. Its calculated total energy is -9839.1148 eV.